A 7-piece molecular cluster, C14H37F5O9S overall. Source: the OMol25 dataset; level of theory: wB97M-V/def2-TZVPD.

Geometry as XYZ:
```
66
C14H37F5O9S, DFT wB97M-V/def2-TZVPD
O 1.2552 1.5569 1.6015
S 0.8785 2.6132 0.7172
O 1.7963 2.5813 -0.6541
F 1.7668 1.2832 -1.2041
O -0.4516 2.0833 -0.1238
C -1.6942 2.2416 0.4453
F -1.7357 1.7421 1.6858
F -1.9900 3.5560 0.5414
C -2.7227 1.5564 -0.4650
F -3.9429 1.7614 0.0715
F -2.4735 0.2342 -0.4825
H -2.6948 1.9635 -1.4778
C 1.5708 -1.4941 3.3003
C 2.5156 -1.0477 4.3961
O 2.4160 -1.8415 5.5756
H 0.5407 -1.4766 3.6578
H 1.6489 -0.8379 2.4339
H 1.8016 -2.5131 2.9794
H 2.2693 -0.0335 4.7147
H 3.5494 -1.0400 4.0339
H 2.6346 -2.7502 5.3458
C -7.3537 3.4298 -1.0123
C -6.0147 4.0744 -1.3086
O -5.3139 3.4228 -2.3648
H -7.2202 2.3761 -0.7666
H -7.8440 3.9250 -0.1731
H -8.0183 3.4975 -1.8771
H -5.3550 3.9971 -0.4446
H -6.1395 5.1385 -1.5362
H -5.8491 3.4757 -3.1630
C 1.2442 -2.1405 -2.8528
C 0.3223 -1.3786 -3.7807
O -0.3370 -0.3030 -3.1175
H 0.6979 -2.5261 -1.9917
H 1.7007 -2.9851 -3.3709
H 2.0463 -1.4907 -2.4932
H -0.4775 -2.0253 -4.1449
H 0.8818 -1.0105 -4.6455
H 0.3413 0.2961 -2.7880
C -3.0580 -4.5808 -1.6601
C -1.9075 -4.0385 -2.4849
O -0.7186 -4.8100 -2.3360
H -2.7844 -4.6179 -0.6054
H -3.9412 -3.9496 -1.7688
H -3.3255 -5.5911 -1.9796
H -1.6451 -3.0320 -2.1569
H -2.1911 -3.9769 -3.5415
H -0.9076 -5.7079 -2.6268
C 1.3746 2.2088 7.5100
C 2.6524 2.7504 6.8997
O 3.8042 2.0442 7.3426
H 1.4272 2.2504 8.5982
H 0.5060 2.7805 7.1794
H 1.2253 1.1655 7.2203
H 2.8117 3.7867 7.1984
H 2.5922 2.7285 5.8051
H 3.7037 1.1183 7.0952
C 6.0193 -1.0580 -4.7409
C 4.6795 -1.2073 -4.0477
O 3.5851 -0.8868 -4.8989
H 6.1421 -0.0425 -5.1181
H 6.8371 -1.2764 -4.0526
H 6.0988 -1.7475 -5.5848
H 4.6033 -0.5137 -3.2099
H 4.5661 -2.2203 -3.6461
H 3.6006 -1.4876 -5.6510
```

The calculation puts the HOMO-LUMO gap at 0.3368 Ha. The calculation puts the maximum force at 0.3 eV/Å. Its total charge is 0.


An isolated ion of composition CHClN4OP and charge -1 in a non-equilibrium geometry. Source: the OMol25 dataset; level of theory: wB97M-V/def2-TZVPD.

Geometry as XYZ:
```
9
CHClN4OP, DFT wB97M-V/def2-TZVPD
N 0.8939 -1.2456 0.5314
N 0.5839 -2.3747 0.6062
N -0.4312 -3.0150 0.1438
N -1.2310 -2.2465 -0.6306
C -0.9352 -1.1090 -1.0146
P -1.3046 0.5319 -1.2761
O -0.3418 1.1309 -0.1584
Cl 0.0845 0.5850 -2.9859
H 0.2881 0.3323 0.0317
```

The calculation puts the HOMO-LUMO gap (alpha / beta) at 0.2682 / 0.2681 Ha. The calculation puts the maximum force at 3.5 eV/Å. The calculation puts the energy relative to the best compared isomer or geometry (same formula, charge and spin) at 80.2 kcal/mol. Its total charge is -1. The SMILES is [N-]=N/N=N\C#P(O)Cl.


C13H22N6O2SV as an isolated structure. Source: the OMol25 dataset; level of theory: wB97M-V/def2-TZVPD.

Geometry as XYZ:
```
45
C13H22N6O2SV, DFT wB97M-V/def2-TZVPD
V -0.9736 -0.6736 -0.2161
N 0.6473 -0.3971 1.2597
C 0.1710 -0.1131 2.6560
C -1.2059 0.5101 2.5676
N -2.0452 -0.2477 1.5939
C -2.6727 -1.5124 2.1145
C -1.7340 -2.6925 1.9570
N -1.1718 -2.6704 0.5697
H 1.2195 0.3913 0.9639
H 1.2934 -1.1837 1.2863
H 0.1605 -1.0396 3.2222
H 0.8571 0.5585 3.1698
H -1.6852 0.5520 3.5466
H -1.1281 1.5338 2.1967
H -2.8334 0.3583 1.3656
H -2.9723 -1.3860 3.1555
H -3.5798 -1.6807 1.5315
H -0.9069 -2.6576 2.6598
H -2.2688 -3.6232 2.1444
H -0.3131 -3.2168 0.5391
H -1.8083 -3.1737 -0.0510
C 3.6022 -1.9509 -2.0646
N 3.0602 -0.6354 -1.6846
C 3.8189 0.4922 -1.4613
C 2.9712 1.5169 -1.2315
N 1.6819 1.0049 -1.3254
C 1.7647 -0.3297 -1.5996
S 0.4371 -1.3835 -1.8960
C 0.5048 1.8135 -1.3510
C 0.5893 3.0744 -1.9083
C -0.5455 3.8710 -1.9510
C -1.7402 3.3643 -1.4600
C -1.7484 2.0894 -0.9457
N -0.6431 1.3106 -0.8597
H 4.6326 -2.0108 -1.7275
H 3.5671 -2.0623 -3.1467
H 3.0181 -2.7392 -1.5975
H 4.8963 0.4739 -1.4781
H 3.1737 2.5477 -0.9982
H 1.5174 3.4207 -2.3402
H -0.4994 4.8606 -2.3875
H -2.6580 3.9349 -1.4940
H -2.6769 1.6559 -0.5959
O -2.3469 -0.9021 -1.0916
O -3.4268 -1.0531 -1.6362
```

The calculation puts the HOMO-LUMO gap (alpha / beta) at 0.2512 / 0.2500 Ha. The calculation puts the maximum force at 0.5 eV/Å. The calculation puts the energy relative to the best compared isomer or geometry (same formula, charge and spin) at 0.0 kcal/mol. Its total charge is +3.


C16H19BN6NiSe as an isolated structure in a non-equilibrium geometry. Source: the OMol25 dataset; level of theory: wB97M-V/def2-TZVPD.

Geometry as XYZ:
```
44
C16H19BN6NiSe, DFT wB97M-V/def2-TZVPD
H -0.0296 2.1749 1.3484
N 0.2239 1.1689 -0.4964
B 0.6589 0.5350 -2.9124
N 0.6067 1.5733 -1.7527
C 0.8622 2.8983 -1.7389
Ni -0.4180 -0.9945 -0.1763
H 1.1770 3.3873 -2.6460
C 0.6188 3.3755 -0.4509
H 0.6992 4.3840 -0.1026
C 0.2302 2.2478 0.2977
H 0.9422 1.0458 -3.9463
C -2.0475 -2.2465 0.8745
H -2.1523 -2.1854 1.9593
H -1.1828 -2.8903 0.6371
H -2.9103 -2.7524 0.4262
N -0.7388 -0.1599 -2.9494
N 1.6814 -0.5627 -2.5018
N -1.2908 -0.7615 -1.8050
N 1.4209 -1.3499 -1.3951
C -1.6175 -0.2657 -3.9612
C 2.8658 -0.9286 -3.0504
H -1.3702 0.1379 -4.9315
H 3.2154 -0.4329 -3.9423
C -2.7590 -0.9194 -3.5027
C 3.3887 -1.9737 -2.2852
C -2.5256 -1.2098 -2.1584
C 2.4478 -2.2033 -1.2606
H -3.6469 -1.1502 -4.0636
H 4.3155 -2.4986 -2.4349
H -3.1621 -1.6980 -1.4410
H 2.4867 -2.9065 -0.4365
H -2.0839 -1.1776 0.4441
Se 0.7021 -1.3624 1.8503
C 0.2310 -0.1604 3.1716
C -1.0093 0.5063 3.2722
C -1.2411 1.4082 4.3127
C -0.2531 1.6557 5.2749
C 0.9671 0.9573 5.2149
C 1.2107 0.0640 4.1812
H -1.7851 0.3181 2.5313
H -2.1998 1.9259 4.3721
H -0.4279 2.3803 6.0691
H 1.7334 1.1090 5.9778
H 2.1660 -0.4629 4.1267
```

The calculation puts the HOMO-LUMO gap (alpha / beta) at 0.2754 / 0.2434 Ha. The calculation puts the maximum force at 3.9 eV/Å. The calculation puts the energy relative to the best compared isomer or geometry (same formula, charge and spin) at 0.0 kcal/mol. Its total charge is 0. The spin multiplicity is 3.


C2F6NO3S as an isolated structure in a non-equilibrium geometry. Source: the OMol25 dataset; level of theory: wB97M-V/def2-TZVPD.

Geometry as XYZ:
```
13
C2F6NO3S, DFT wB97M-V/def2-TZVPD
C 2.0663 -1.4144 -0.0073
C -0.9458 0.6308 1.1277
N -1.6622 1.3022 -1.5531
O -1.3047 1.4310 -2.6975
O -2.7320 1.6003 -1.0962
O 1.1501 -0.8003 0.5359
F 2.2789 -1.1773 -1.3624
F 3.3285 -1.1967 0.5259
F 1.9777 -2.7989 0.0317
F 0.0429 0.9776 1.9376
F -1.5045 -0.4824 1.5887
F -1.8637 1.6000 1.2636
S -0.3687 0.4506 -0.6110
```

The calculation puts the HOMO-LUMO gap at 0.3677 Ha. The calculation puts the maximum force at 1.3 eV/Å. The calculation puts the energy relative to the best compared isomer or geometry (same formula, charge and spin) at 75.8 kcal/mol. Its total charge is -1.


A single C5H10O molecule. Source: the OMol25 dataset; level of theory: wB97M-V/def2-TZVPD.

Geometry as XYZ:
```
16
C5H10O, DFT wB97M-V/def2-TZVPD
C 2.2115 -0.2908 -0.0267
C 1.3346 0.5819 -0.9355
C 0.0363 -0.1751 -1.1151
C -1.6099 -0.7331 0.9440
C -1.9390 0.4443 0.0400
O -0.8802 0.7446 -0.8760
H 2.3624 -1.2768 -0.4742
H 1.7464 -0.4456 0.9574
H 3.1784 0.1912 0.1431
H 1.8307 0.7828 -1.8875
H 1.1101 1.5381 -0.4389
H -0.5281 -0.7933 1.1119
H -2.0963 -0.6020 1.9139
H -1.9082 -1.6831 0.5000
H -1.9507 1.3732 0.6132
H -2.8981 0.3436 -0.4696
```

The calculation puts the HOMO-LUMO gap at 0.3291 Ha. The calculation puts the maximum force at 0.6 eV/Å. The calculation puts the energy relative to the best compared isomer or geometry (same formula, charge and spin) at 84.6 kcal/mol. Its total charge is 0.


C17H16BBrF4N2O3S3Ti as an isolated structure. Source: the OMol25 dataset; level of theory: wB97M-V/def2-TZVPD.

Geometry as XYZ:
```
48
C17H16BBrF4N2O3S3Ti, DFT wB97M-V/def2-TZVPD
Ti 0.5522 -0.6268 1.3176
S -0.4193 3.8089 4.1384
C 0.3042 2.4733 3.4309
S 1.8677 2.7641 2.6792
S -0.3513 0.9134 3.4321
O 2.4140 -0.5150 1.8618
C 3.3628 -1.0878 1.0314
C 2.7393 -1.8556 -0.1106
C 3.4720 -2.5873 -1.0122
C 2.8472 -3.2238 -2.0918
C 1.4619 -3.0874 -2.1936
C 0.7750 -2.3623 -1.2471
N 1.3781 -1.7453 -0.1905
H 2.1491 1.4974 2.2911
H 4.0193 -1.7690 1.5955
H 4.0023 -0.3035 0.5944
H 4.5471 -2.6483 -0.8728
H 3.4134 -3.8017 -2.8122
H 0.9062 -3.5505 -3.0011
H -0.3034 -2.2699 -1.2849
Br -2.7667 3.4092 -5.5410
C -1.6534 2.7917 -4.1123
C -0.2822 2.8996 -4.2343
C 0.5149 2.4484 -3.1935
C -0.0433 1.9006 -2.0512
C -1.4216 1.8011 -1.9591
C -2.2398 2.2466 -2.9886
C 0.8557 1.4106 -0.9301
O 2.0648 1.4999 -1.0659
O 0.2080 0.9422 0.0735
H 0.1519 3.3278 -5.1282
H 1.5953 2.5074 -3.2427
H -1.8418 1.3623 -1.0635
H -3.3166 2.1703 -2.9194
C -3.7117 1.8369 2.0718
C -3.9017 0.3209 2.2102
C -2.7355 -0.3920 1.6968
N -1.7745 -0.8599 1.2931
H -4.5858 2.3548 2.4690
H -3.5856 2.1158 1.0248
H -2.8249 2.1565 2.6209
H -4.7846 -0.0292 1.6746
H -4.0160 0.0418 3.2579
F 0.2156 -2.2479 2.7548
B 0.1961 -3.6997 2.4879
F 1.5056 -4.1250 2.2767
F -0.3625 -4.3137 3.6137
F -0.5974 -3.8997 1.3487
```

The calculation puts the HOMO-LUMO gap (alpha / beta) at 0.1128 / 0.2127 Ha. The calculation puts the maximum force at 0.8 eV/Å. The calculation puts the energy relative to the best compared isomer or geometry (same formula, charge and spin) at 1.2 kcal/mol. Its total charge is -2. The spin multiplicity is 3.


A 2-piece molecular cluster, C16H17NO overall in a non-equilibrium geometry. Source: the OMol25 dataset; level of theory: wB97M-V/def2-TZVPD.

Geometry as XYZ:
```
35
C16H17NO, DFT wB97M-V/def2-TZVPD
C -1.0072 0.9221 -1.0375
C -1.5220 -0.4468 -0.6869
C -2.4413 -0.6632 0.2642
N -2.6148 -2.0534 0.5057
C -1.9086 -2.7260 -0.4711
C -1.7575 -4.0636 -0.7474
C -0.8316 -4.4704 -1.7293
C 0.0059 -3.5552 -2.3172
C -0.0839 -2.1919 -1.9910
C -1.1443 -1.7647 -1.2114
H -1.1934 1.6188 -0.2227
H -1.4568 1.3620 -1.9280
H 0.0676 0.7691 -1.1495
H -3.0331 -0.0035 0.8772
H -3.5748 -2.2993 0.7153
H -2.2496 -4.7750 -0.0939
H -0.7758 -5.5019 -2.0488
H 0.7867 -3.8440 -3.0087
H 0.5374 -1.4075 -2.4095
C 0.3153 4.3283 2.8832
C 0.9110 3.3131 1.9165
C 1.0644 1.9832 2.2545
C 1.5044 1.0106 1.3405
C 2.2105 1.5084 0.2764
O 3.0927 0.8109 -0.5336
C 2.2628 2.8992 -0.0545
C 1.5820 3.7663 0.7592
H 0.7240 4.0976 3.8651
H -0.7661 4.2211 2.9309
H 0.5688 5.3268 2.5430
H 0.5826 1.6433 3.1697
H 1.3305 -0.0482 1.4798
H 2.8960 -0.1428 -0.4752
H 2.7435 3.1057 -0.9957
H 1.4770 4.8263 0.5533
```

The calculation puts the HOMO-LUMO gap at 0.3242 Ha. The calculation puts the maximum force at 2.5 eV/Å. The calculation puts the energy relative to the best compared isomer or geometry (same formula, charge and spin) at 23.1 kcal/mol. Its total charge is 0. The SMILES is Cc1c[nH]c2ccccc12.Cc1ccc(O)cc1.